1.
The following is a quantum chemistry calculation of 4 unconnected molecules or ions with the total composition C39H54Br6O3S in a non-equilibrium geometry, from the OMol25 dataset.

Geometry as XYZ:
```
103
Properties=species:S:1:pos:R:3:mulliken_charge:R:1
C 1.173 0.730 -3.728 -0.773
C 0.811 -0.326 -2.484 0.601
C -0.791 -0.302 -2.073 0.667
C -1.990 -0.605 -3.199 0.339
C -1.706 -0.995 -4.771 -1.126
C -0.750 -2.313 -4.988 -0.093
C -1.517 -3.755 -4.867 0.189
C -2.477 -4.095 -6.194 -1.253
C -2.421 -3.961 -3.519 -0.449
C -1.608 -3.869 -2.102 -0.098
C -0.002 -4.171 -2.188 -0.079
C 0.772 -4.134 -0.885 0.229
C 2.292 -3.542 -0.717 -0.651
C 0.085 -4.772 0.498 -1.129
C -3.592 -0.520 -2.739 -0.846
C -4.083 -0.147 -1.203 0.236
C -5.701 -0.065 -0.947 -0.623
C -6.372 -1.586 -1.593 0.230
C -6.585 -2.826 -0.397 -0.598
O -7.802 -1.961 -1.086 -0.459
C -2.903 0.100 -0.094 0.068
C -1.284 0.025 -0.508 0.073
C -0.238 0.296 0.744 0.061
O 0.902 -0.361 0.967 -0.550
C -0.638 1.450 1.886 0.238
C 0.492 2.406 2.590 -0.852
C -0.047 3.468 3.743 0.632
C 1.112 4.387 4.477 -0.806
C -1.665 3.566 4.130 0.713
C -2.163 4.623 5.281 -0.254
C -2.439 6.150 4.745 -0.724
C -1.108 7.125 4.808 -0.364
S -0.443 7.248 3.055 -0.289
C -2.791 2.580 3.394 -0.919
C -2.267 1.505 2.263 0.297
C -3.299 0.435 1.497 0.141
O -4.323 -0.119 2.150 -0.566
H 0.704 0.412 -4.752 0.160
H 0.809 1.790 -3.340 0.309
H 2.352 0.771 -3.913 0.097
H 1.401 0.120 -1.547 0.284
H 1.248 -1.398 -2.652 -0.492
H -2.757 -1.271 -5.266 0.296
H -1.316 -0.067 -5.414 0.355
H -0.332 -2.252 -6.104 0.420
H 0.195 -2.359 -4.299 -0.167
H -0.695 -4.619 -4.875 0.311
H -3.566 -3.673 -6.089 0.258
H -1.948 -3.808 -7.213 0.314
H -2.595 -5.283 -6.236 0.360
H -2.955 -5.026 -3.602 0.431
H -3.307 -3.170 -3.576 -0.220
H -2.069 -4.715 -1.396 0.466
H -1.864 -2.847 -1.542 -0.210
H 0.615 -4.457 -3.140 0.322
H 2.430 -3.304 0.445 0.263
H 3.107 -4.325 -1.023 0.295
H 2.500 -2.535 -1.275 -0.120
H -0.908 -4.231 0.807 0.232
H -0.038 -5.955 0.391 0.254
H 0.840 -4.614 1.399 0.347
H -4.408 -0.709 -3.572 0.322
H -6.180 0.791 -1.606 0.314
H -6.028 -0.045 0.176 0.225
H -6.004 -1.940 -2.739 0.198
H -7.062 -3.851 -0.697 0.356
H -6.771 -2.227 0.596 0.257
H 1.630 2.330 2.328 0.299
H 2.015 3.708 4.859 0.388
H 0.645 4.865 5.440 -0.171
H 1.540 5.162 3.709 0.280
H -1.432 4.689 6.193 -0.284
H -3.196 4.212 5.698 0.355
H -2.894 6.213 3.667 0.389
H -3.236 6.650 5.479 0.289
H -1.490 8.206 5.118 0.354
H -0.319 6.813 5.614 0.245
H -0.895 6.077 2.404 0.146
H -3.949 2.607 3.666 0.249
Br 0.051 2.189 8.318 -0.120
C 0.578 3.669 9.475 -0.623
C -0.607 4.216 10.236 -0.549
Br -1.728 5.330 9.093 -0.120
H 1.067 4.413 8.839 0.350
H 1.315 3.244 10.162 0.362
H -0.276 4.878 11.041 0.332
H -1.252 3.438 10.654 0.368
Br 5.088 1.459 -2.905 -0.144
C 5.351 -0.414 -2.431 -0.069
C 5.706 -1.241 -3.645 -0.384
Br 4.133 -1.598 -4.741 -0.163
H 4.437 -0.748 -1.930 0.022
H 6.174 -0.413 -1.711 0.217
H 6.074 -2.226 -3.346 0.326
H 6.445 -0.763 -4.294 0.135
Br 8.970 -0.599 -4.318 -0.086
C 10.212 -1.098 -2.899 -0.578
C 9.846 -2.435 -2.297 -0.556
Br 8.321 -2.272 -1.091 -0.142
H 10.213 -0.281 -2.173 0.380
H 11.191 -1.149 -3.384 0.339
H 10.661 -2.814 -1.676 0.337
H 9.582 -3.189 -3.044 0.378
```

## Properties
SMILES = CCc1c(CC[C@H](C)CCC=C(C)C)cc(C[C@H]2CO2)c2c1C(=O)c1cc(C)c(CCCS)cc1C2=O.BrCCBr.BrCCBr.BrCCBr
frontier orbital gap = 6.365 eV
multiplicity = 1
highest occupied orbital energy = -7.626 eV



2.
The following is a quantum chemistry calculation of a molecular structure, C10H13AuClI2N2OP in a non-equilibrium geometry, from the OMol25 dataset.

Geometry as XYZ:
```
31
Properties=species:S:1:pos:R:3:lowdin_spin:R:1
I 4.065 2.396 -2.005 0.941
I 2.961 -2.480 -1.632 0.935
Au 0.402 -0.066 -0.427 -0.002
P -0.751 -0.003 -2.612 0.000
C 0.369 0.038 -4.001 0.000
C -1.819 -1.449 -2.972 0.000
H -2.623 1.524 -2.144 0.000
H -2.245 1.409 -3.900 0.000
H -1.181 2.373 -2.827 0.000
C -1.808 1.471 -2.889 0.000
H -2.645 -1.528 -2.239 0.000
H -2.245 -1.332 -3.985 0.000
H -0.245 0.041 -4.905 0.000
H 1.010 -0.844 -3.979 -0.001
H -1.200 -2.358 -2.946 0.000
H 0.971 0.943 -3.958 0.000
C 2.428 -0.024 -0.253 0.041
O 3.529 0.155 0.096 0.084
Cl -1.948 -0.097 -0.029 0.004
N -0.155 0.014 7.394 0.000
C 0.003 0.006 6.231 0.000
C 0.226 -0.001 4.781 0.000
C 0.282 -1.215 4.099 0.000
C 0.360 -1.204 2.754 0.000
N 0.533 -0.040 2.138 -0.001
C 0.364 1.152 2.707 0.000
C 0.287 1.203 4.084 0.000
H 0.182 -2.149 4.607 0.000
H 0.345 -2.116 2.145 0.000
H 0.356 2.044 2.107 0.000
H 0.194 2.133 4.558 0.000
```

## Properties
frontier orbital gap (spin up / spin down) = 5.517 / 5.106 eV
multiplicity = 3
net charge = +2
highest occupied orbital energy (spin up / spin down) = -15.818 / -15.461 eV



3.
The following is a quantum chemistry calculation of a molecular structure, C26H30N5NdO5SSe2 in a non-equilibrium geometry, from the OMol25 dataset.

Geometry as XYZ:
```
70
Properties=species:S:1:pos:R:3:lowdin_spin:R:1
Nd 0.142 -0.152 0.478 3.033
C 3.906 1.021 2.337 0.000
C 2.409 0.999 2.147 0.000
O 1.771 -0.153 2.029 -0.006
C 1.772 2.238 2.096 -0.001
C 0.370 2.561 2.137 -0.001
C -0.007 3.979 2.195 0.000
N -0.546 1.597 2.043 -0.006
N -1.907 1.960 2.062 0.000
C -2.560 1.220 1.205 0.001
O -2.003 0.208 0.583 -0.007
C -4.029 1.336 1.006 0.000
C -4.701 2.471 1.424 0.000
C -6.081 2.508 1.300 0.000
C -6.805 1.462 0.712 0.000
C -6.097 0.397 0.202 0.000
C -4.713 0.344 0.330 0.000
H 4.160 0.948 3.409 0.000
H 4.396 1.935 2.073 0.000
H 4.362 0.153 1.930 0.000
H 2.398 3.132 2.031 0.000
H 0.816 4.462 2.740 0.000
H -1.008 4.052 2.659 0.000
H -0.070 4.437 1.174 0.000
H -4.081 3.265 1.798 0.000
H -6.655 3.389 1.663 0.000
H -7.903 1.531 0.674 0.000
H -6.614 -0.393 -0.364 0.000
H -4.176 -0.509 -0.057 0.000
C -1.274 -1.396 3.920 0.000
Se -0.859 -2.616 2.425 -0.003
C 0.728 -3.530 3.079 0.000
C 2.091 -3.183 2.488 0.000
Se 1.983 -3.048 0.593 -0.001
C 1.884 -4.907 0.158 0.000
H -1.008 -1.878 4.887 0.000
H -2.376 -1.411 3.881 0.000
H -0.772 -0.466 3.751 0.000
H 0.521 -4.599 2.840 0.000
H 0.690 -3.489 4.169 0.000
H 2.758 -4.012 2.799 0.000
H 2.533 -2.206 2.844 0.000
H 2.778 -5.434 0.582 0.000
H 1.828 -5.070 -0.891 0.000
H 0.989 -5.391 0.571 0.000
N -2.405 -1.535 -3.371 0.000
C -1.468 -2.548 -3.504 0.000
C -0.419 -2.157 -2.737 0.000
N -0.692 -0.973 -2.118 -0.002
C -1.918 -0.615 -2.539 0.000
H -3.319 -1.592 -3.791 0.000
H -1.608 -3.417 -4.103 0.000
H 0.524 -2.635 -2.625 0.000
H -2.354 0.327 -2.188 0.000
O 0.550 1.738 -1.062 -0.004
C 1.545 1.229 -1.656 0.000
N 2.199 0.162 -1.026 -0.003
S 3.275 -0.601 -1.976 0.000
O 2.801 -1.764 -2.671 0.000
O 4.460 -0.834 -1.197 0.000
C 3.338 0.685 -3.201 0.000
C 4.085 0.783 -4.350 0.000
C 3.626 1.608 -5.366 0.000
C 2.576 2.491 -5.102 0.000
C 1.849 2.498 -3.939 0.000
C 2.250 1.600 -2.927 0.000
H 4.744 -0.027 -4.582 0.000
H 4.141 1.575 -6.319 0.000
H 2.243 3.152 -5.911 0.000
H 0.940 3.088 -3.850 0.000
```

## Properties
frontier orbital gap (spin up / spin down) = 7.324 / 7.333 eV
multiplicity = 4
highest occupied orbital energy (spin up / spin down) = -7.335 / -7.343 eV



4.
The following is a quantum chemistry calculation of C4H4 in the gas phase in a non-equilibrium geometry, from the OMol25 dataset.

Geometry as XYZ:
```
8
Properties=species:S:1:pos:R:3:mulliken_charge:R:1
C -0.851 1.634 -0.419 0.221
C -0.618 0.472 -0.232 -0.438
C -0.014 -0.834 0.075 -0.368
C 1.233 -1.054 0.464 -0.541
H -1.278 2.609 -0.564 0.403
H -0.769 -1.674 -0.050 0.230
H 1.631 -2.062 0.788 0.240
H 1.921 -0.182 0.502 0.254
```

## Properties
SMILES = C#CC=C
frontier orbital gap = 10.541 eV
multiplicity = 1
highest occupied orbital energy = -9.477 eV



5.
The following is a quantum chemistry calculation of a molecular structure, C35H47F3N8O6SSc in a non-equilibrium geometry, from the OMol25 dataset.

Geometry as XYZ:
```
101
Properties=species:S:1:pos:R:3:mulliken_charge:R:1
Sc 0.506 -1.105 -2.746 -0.444
O -1.495 -0.369 -6.313 -0.648
C -1.044 -0.115 -5.236 0.149
O 0.026 -0.697 -4.709 -0.306
C -1.596 0.956 -4.269 0.240
C -2.432 1.974 -4.600 -0.550
C -2.689 3.003 -3.666 -0.425
C -1.971 3.005 -2.541 -0.861
C -1.097 1.941 -2.248 -0.496
N -0.984 0.929 -3.031 0.525
H -2.839 1.955 -5.615 0.495
H -3.355 3.808 -3.930 0.468
H -2.099 3.863 -1.757 0.307
H -0.533 1.860 -1.331 0.718
C 3.811 -1.699 -3.030 -1.381
N 2.559 -2.046 -3.769 1.281
C 2.578 -1.449 -5.152 -1.420
C 2.471 -3.502 -3.925 -1.328
C 1.024 -4.116 -3.941 -0.828
N 0.281 -3.413 -2.893 0.956
C 0.730 -3.950 -1.599 -0.929
C -1.179 -3.807 -2.919 -1.335
H 4.715 -2.195 -3.488 0.431
H 3.650 -2.016 -2.007 0.329
H 3.867 -0.603 -3.083 0.353
H 3.591 -1.752 -5.518 0.442
H 2.602 -0.377 -5.065 0.219
H 1.789 -1.710 -5.830 0.456
H 3.010 -3.854 -3.060 0.587
H 2.985 -3.868 -4.783 0.339
H 1.039 -5.253 -3.784 0.322
H 0.613 -4.001 -4.959 0.426
H 0.372 -5.016 -1.573 0.393
H 0.137 -3.496 -0.790 0.086
H 1.828 -3.938 -1.496 0.305
H -1.240 -4.883 -2.869 0.482
H -1.638 -3.483 -3.826 0.303
H -1.603 -3.404 -2.033 0.386
O 1.916 0.517 -2.712 -0.810
C 2.066 0.482 -1.480 1.678
O 1.757 -0.536 -0.799 -1.031
C 2.726 1.643 -0.818 0.631
C 2.875 2.836 -1.516 -1.055
C 3.478 3.940 -0.977 -0.857
C 4.087 3.836 0.269 -0.853
C 4.065 2.604 0.918 0.084
C 3.456 1.432 0.428 0.025
N 4.940 2.493 2.081 1.152
O 4.708 1.536 2.838 -0.629
O 5.788 3.315 2.254 -0.624
H 2.520 2.907 -2.473 0.783
H 3.510 4.863 -1.602 0.382
H 4.707 4.623 0.652 0.595
H 3.409 0.508 1.022 0.563
F -5.735 0.725 4.083 -0.240
C -6.185 -0.408 3.522 0.859
F -6.298 -1.398 4.418 -0.278
F -7.443 -0.159 3.091 -0.260
C -5.311 -0.804 2.319 0.540
C -4.893 0.292 1.537 -1.076
C -3.903 0.126 0.566 -0.291
C -3.449 -1.185 0.223 -0.010
C -3.905 -2.272 0.947 -0.050
C -4.785 -2.135 2.035 -1.132
C -2.277 -1.276 -0.553 0.982
C -1.258 -1.336 -1.201 -1.264
H -5.307 1.259 1.746 0.446
H -3.599 0.962 -0.004 0.710
H -3.524 -3.296 0.627 0.370
H -5.017 -2.894 2.775 0.460
C 2.513 3.345 5.061 -1.260
N 1.840 2.719 3.938 0.054
C 0.658 3.018 3.350 -0.019
S 0.182 2.253 1.861 -0.029
N -0.035 3.963 3.987 -0.103
C -1.267 4.619 3.797 -0.886
H 2.555 4.417 5.006 0.420
H 3.528 2.877 5.231 0.317
H 1.981 3.224 5.954 0.510
H 2.294 1.939 3.415 0.033
H 0.533 4.501 4.681 0.150
H -1.210 5.390 3.063 0.330
H -1.704 5.012 4.665 0.377
H -1.954 3.888 3.345 0.246
N -0.801 -0.785 1.811 2.200
C -1.726 -0.515 3.004 -0.172
C -0.931 -0.507 4.320 -0.670
N -0.086 -1.697 4.491 -0.254
C 0.654 -2.047 3.294 -1.112
C -0.163 -2.158 2.036 0.176
H -0.096 -0.099 1.805 -0.637
H -1.261 -0.690 0.927 -0.885
H -2.521 -1.299 3.047 0.107
H -2.146 0.472 2.888 0.431
H -1.678 -0.284 5.070 0.547
H -0.289 0.412 4.319 -0.030
H -0.516 -2.565 4.904 0.363
H 1.007 -3.063 3.458 0.560
H 1.598 -1.423 3.139 0.146
H -0.958 -2.939 2.118 0.443
H 0.494 -2.356 1.186 -0.196
```

## Properties
frontier orbital gap = 8.460 eV
multiplicity = 1
net charge = +1
highest occupied orbital energy = -11.086 eV



6.
The following is a quantum chemistry calculation of a molecular structure, C27H30AsBrN4O3Pd in a non-equilibrium geometry, from the OMol25 dataset.

Geometry as XYZ:
```
67
Properties=species:S:1:pos:R:3:lowdin_spin:R:1
Pd -0.270 0.867 -0.039 1.420
Br -0.444 1.115 2.706 0.125
C -0.172 3.035 2.663 0.111
C -0.010 3.710 3.850 0.047
C 0.174 5.096 3.825 0.065
C 0.175 5.774 2.629 0.112
C 0.004 5.095 1.408 0.011
C -0.007 5.781 0.177 0.209
C -0.179 5.108 -1.009 0.060
C -0.343 3.719 -1.010 0.152
C -0.309 3.000 0.172 0.442
C -0.159 3.673 1.407 0.046
H -0.031 3.179 4.789 0.001
H 0.310 5.628 4.753 0.001
H 0.311 6.845 2.604 0.004
H 0.116 6.854 0.183 0.007
H -0.190 5.643 -1.946 0.000
H -0.496 3.220 -1.961 0.007
C -3.675 -0.735 0.787 0.046
As -1.890 -1.098 0.070 0.314
C -2.333 -2.286 -1.421 0.029
C -0.997 -2.251 1.501 0.078
C -1.389 -3.661 1.373 0.026
C -2.342 -4.220 2.235 0.031
C -2.617 -5.571 2.181 -0.001
C -1.996 -6.374 1.226 0.043
C -1.079 -5.819 0.335 0.000
C -0.771 -4.478 0.410 0.027
H -4.216 -1.671 0.946 0.011
H -4.220 -0.127 0.060 0.000
H -3.614 -0.179 1.724 0.000
H -2.725 -3.232 -1.034 0.007
H -1.439 -2.478 -2.016 0.000
H -3.099 -1.812 -2.039 0.000
H -1.275 -1.826 2.468 0.002
H 0.075 -2.118 1.340 -0.001
H -2.823 -3.592 2.971 0.001
H -3.303 -6.006 2.890 -0.001
H -2.233 -7.425 1.175 0.002
H -0.616 -6.442 -0.416 -0.001
H -0.041 -4.039 -0.259 0.001
C 5.382 -0.651 -0.101 0.001
N 3.937 -0.674 -0.101 0.004
C 3.160 -1.502 -0.993 0.004
C 1.750 -1.064 -0.659 0.007
O 0.706 -1.552 -1.057 0.061
N 1.818 -0.039 0.229 0.090
C 3.117 0.167 0.525 0.009
N 3.507 1.094 1.394 0.000
H 5.739 -1.558 -0.585 0.000
H 5.773 -0.632 0.918 0.000
H 5.759 0.211 -0.658 0.000
H 3.309 -2.571 -0.828 0.000
H 3.381 -1.276 -2.041 0.000
H 2.816 1.659 1.858 0.000
H 4.473 1.212 1.645 0.000
O 2.117 0.516 -3.167 0.000
C 0.925 0.637 -3.294 0.015
C 0.120 0.591 -4.594 0.012
C -1.341 0.680 -4.154 0.009
C -1.225 0.780 -2.649 0.020
O -2.144 0.814 -1.817 0.186
N 0.051 0.816 -2.265 0.139
H 0.360 -0.338 -5.107 0.001
H 0.436 1.420 -5.228 0.001
H -1.925 -0.197 -4.433 0.000
H -1.862 1.555 -4.545 0.000
```

## Properties
frontier orbital gap (spin up / spin down) = 7.117 / 4.072 eV
multiplicity = 5
net charge = +2
highest occupied orbital energy (spin up / spin down) = -13.284 / -13.433 eV